# 1
{
  "formula": "C5H10O2",
  "method": "ωB97M-V/def2-TZVPD",
  "e_above_lowest_kcal_mol": 146.4,
  "total_charge": 0,
  "symbols": ["C", "C", "C", "O", "C", "C", "O", "H", "H", "H", "H", "H", "H", "H", "H", "H", "H"],
  "positions_angstrom": [[0.07, 2.41, -0.69], [1.02, 1.25, -0.41], [0.43, 0.18, 0.44], [-0.83, -0.34, -0.36], [0.19, -1.72, 0.25], [-0.95, -2.64, 0.61], [-2.07, -2.28, 0.93], [0.54, 3.13, -1.35], [-0.82, 2.05, -1.18], [-0.23, 2.91, 0.23], [1.39, 0.84, -1.36], [1.89, 1.62, 0.13], [0.01, 0.59, 1.37], [-1.60, -0.47, 0.21], [0.87, -1.80, 1.11], [0.73, -2.02, -0.65], [-0.64, -3.70, 0.70]],
  "lowdin_charge": [-0.109, -0.273, -0.133, -0.146, -0.093, -0.233, 0.039, 0.071, 0.063, 0.077, 0.113, 0.106, 0.117, 0.072, 0.084, 0.116, 0.130]
}

---

# 2
{
  "formula": "C15H21Cl20N4O",
  "method": "ωB97M-V/def2-TZVPD",
  "total_charge": 1,
  "e_tot_ha": -10081.661983,
  "symbols": ["C", "C", "N", "C", "N", "C", "C", "C", "N", "C", "C", "N", "C", "O", "C", "H", "H", "H", "H", "H", "H", "H", "H", "H", "H", "H", "H", "H", "H", "H", "H", "H", "H", "H", "H", "H", "C", "Cl", "Cl", "Cl", "Cl", "C", "Cl", "Cl", "Cl", "Cl", "C", "Cl", "Cl", "Cl", "Cl", "C", "Cl", "Cl", "Cl", "Cl", "C", "Cl", "Cl", "Cl", "Cl"],
  "positions_angstrom": [[1.13, -2.43, 0.83], [0.61, -2.11, -0.71], [1.15, -0.74, -1.12], [0.16, 0.37, -0.79], [-1.27, 0.43, -1.31], [-1.93, 1.68, -0.70], [-3.50, 2.19, -0.90], [-4.42, 0.82, -0.63], [-4.09, 0.35, 0.77], [-0.90, 2.52, 0.27], [-1.11, 3.89, 1.14], [0.33, 1.60, 0.11], [1.66, 1.82, 0.82], [1.45, 2.26, 2.21], [0.84, 1.21, 3.04], [1.16, -3.57, 1.07], [0.41, -1.90, 1.62], [2.21, -1.95, 0.92], [-0.55, -2.22, -0.85], [1.16, -2.90, -1.40], [1.27, -0.69, -2.16], [-1.67, -0.29, -1.95], [-3.72, 2.92, 0.00], [-3.71, 2.67, -1.95], [-3.98, 0.01, -1.37], [-5.56, 1.06, -0.81], [-3.93, -0.69, 0.78], [-4.87, 0.58, 1.43], [-0.75, 3.79, 2.27], [-0.45, 4.77, 0.68], [-2.23, 4.29, 1.12], [2.35, 0.87, 0.71], [2.25, 2.70, 0.28], [-0.02, 0.60, 2.53], [1.60, 0.45, 3.51], [0.32, 1.77, 3.96], [0.84, -5.13, 4.41], [0.15, -5.89, 5.87], [2.49, -5.77, 4.14], [-0.18, -5.51, 3.01], [0.92, -3.37, 4.63], [2.94, -9.35, 1.71], [4.35, -9.42, 2.80], [1.75, -8.20, 2.35], [3.48, -8.81, 0.09], [2.21, -10.97, 1.58], [0.54, 2.75, -4.29], [-0.38, 2.61, -2.77], [2.18, 2.09, -4.05], [-0.28, 1.84, -5.58], [0.66, 4.46, -4.76], [-4.26, 3.34, -5.48], [-2.85, 3.27, -4.38], [-5.45, 4.49, -4.83], [-3.72, 3.88, -7.09], [-4.99, 1.73, -5.60], [5.64, 3.17, 0.96], [4.95, 2.41, 2.42], [7.29, 2.53, 0.69], [4.62, 2.79, -0.44], [5.72, 4.93, 1.18]],
  "lowdin_charge": [-0.113, -0.241, -0.012, -0.127, 0.068, -0.161, -0.119, -0.254, -0.049, -0.069, -0.035, -0.004, -0.188, -0.237, -0.105, 0.061, 0.071, 0.095, 0.113, 0.141, 0.123, 0.156, 0.120, 0.064, 0.110, 0.127, 0.080, 0.081, 0.101, 0.111, 0.099, 0.143, 0.100, 0.093, 0.106, 0.121, -2.000, 0.535, 0.491, 0.495, 0.502, -2.002, 0.517, 0.458, 0.510, 0.521, -1.967, 0.595, 0.525, 0.510, 0.542, -1.986, 0.472, 0.526, 0.535, 0.516, -1.992, 0.532, 0.532, 0.531, 0.530]
}

---

# 3
{
  "formula": "CH6NOP",
  "method": "ωB97M-V/def2-TZVPD",
  "e_above_lowest_kcal_mol": 112.8,
  "total_charge": 0,
  "symbols": ["C", "N", "O", "P", "H", "H", "H", "H", "H", "H"],
  "positions_angstrom": [[1.56, -1.38, -0.43], [0.08, 0.83, -0.28], [-1.58, 1.79, 1.52], [-1.36, 0.75, 0.52], [2.35, -0.72, -0.74], [1.16, -1.59, 0.57], [1.08, -1.88, -1.28], [0.41, 1.81, -0.30], [-2.27, 0.90, -0.66], [-1.44, -0.50, 1.07]],
  "lowdin_charge": [0.086, -0.131, -0.453, 0.460, -0.015, -0.002, -0.004, 0.033, 0.035, -0.010]
}

---

# 4
{
  "formula": "C50H92Br24Cl2NO8PS",
  "method": "ωB97M-V/def2-TZVPD",
  "total_charge": 0,
  "e_tot_ha": -66052.421699,
  "symbols": ["C", "C", "C", "C", "N", "O", "C", "C", "C", "C", "Cl", "C", "C", "O", "Cl", "C", "O", "C", "C", "C", "C", "C", "C", "C", "O", "C", "C", "O", "C", "C", "C", "O", "O", "C", "C", "C", "O", "P", "S", "H", "H", "H", "H", "H", "H", "H", "H", "H", "H", "H", "H", "H", "H", "H", "H", "H", "H", "H", "H", "H", "H", "H", "H", "H", "H", "H", "H", "H", "H", "H", "H", "H", "H", "H", "H", "H", "H", "H", "H", "H", "H", "H", "H", "Br", "C", "C", "Br", "H", "H", "H", "H", "Br", "C", "C", "Br", "H", "H", "H", "H", "Br", "C", "C", "Br", "H", "H", "H", "H", "Br", "C", "C", "Br", "H", "H", "H", "H", "Br", "C", "C", "Br", "H", "H", "H", "H", "Br", "C", "C", "Br", "H", "H", "H", "H", "Br", "C", "C", "Br", "H", "H", "H", "H", "Br", "C", "C", "Br", "H", "H", "H", "H", "Br", "C", "C", "Br", "H", "H", "H", "H", "Br", "C", "C", "Br", "H", "H", "H", "H", "Br", "C", "C", "Br", "H", "H", "H", "H", "Br", "C", "C", "Br", "H", "H", "H", "H"],
  "positions_angstrom": [[-2.66, 1.95, 6.74], [-1.45, 1.98, 6.03], [-0.13, 2.25, 5.06], [-0.56, 3.32, 3.84], [-1.85, 3.92, 4.28], [-0.38, 2.71, 2.58], [-1.22, 2.96, 1.46], [-2.53, 1.99, 1.52], [-2.83, 1.08, 2.81], [-1.77, -0.08, 3.23], [-2.19, -1.79, 2.53], [-1.71, 4.46, 1.12], [-0.80, 5.72, 1.61], [-1.48, 6.88, 1.86], [1.03, 5.82, 1.83], [-0.28, 2.47, 0.15], [-0.60, 2.63, -1.14], [-1.56, 2.77, -2.07], [-1.47, 4.30, -2.75], [-0.10, 5.03, -2.99], [0.92, 5.33, -1.75], [2.26, 4.38, -1.90], [3.59, 4.91, -1.10], [4.78, 3.74, -1.00], [4.25, 2.37, -0.92], [4.95, 1.44, -1.82], [5.41, -0.07, -1.26], [5.21, 1.66, -3.12], [-3.17, 2.63, -1.76], [-3.97, 1.27, -1.82], [-3.39, -0.19, -1.52], [-2.75, -1.04, -2.36], [-3.71, -0.83, -0.20], [-1.28, 1.66, -3.30], [-0.09, 2.01, -4.34], [-0.13, 0.82, -5.52], [1.27, 1.98, -3.80], [0.31, 0.60, 0.40], [1.62, 0.05, -0.92], [-3.76, 1.83, 7.19], [0.68, 2.75, 5.78], [0.37, 1.27, 4.65], [0.27, 4.17, 3.98], [-2.66, 3.79, 3.65], [-1.79, 4.93, 4.53], [-2.46, 1.29, 0.58], [-3.52, 2.62, 1.33], [-3.11, 1.67, 3.81], [-3.85, 0.49, 2.56], [-0.64, 0.17, 3.07], [-1.90, -0.23, 4.41], [-2.77, 4.63, 1.64], [-1.92, 4.63, -0.03], [0.75, 3.04, 0.40], [-2.22, 5.01, -2.15], [-2.02, 4.15, -3.81], [-0.38, 6.13, -3.39], [0.61, 4.63, -3.87], [1.30, 6.44, -1.68], [0.38, 5.00, -0.78], [2.59, 4.25, -3.04], [1.90, 3.29, -1.57], [3.37, 5.42, -0.07], [4.07, 5.76, -1.78], [5.60, 3.89, -1.83], [5.32, 3.95, 0.04], [6.34, -0.49, -1.85], [4.54, -0.86, -1.44], [5.60, -0.08, -0.10], [-3.42, 3.22, -0.76], [-3.71, 3.33, -2.57], [-4.50, 1.19, -2.89], [-4.91, 1.40, -1.09], [-4.06, -1.75, -0.44], [-2.24, 1.45, -3.94], [-0.89, 0.71, -2.70], [-0.35, 3.01, -4.95], [-1.05, 1.09, -6.22], [-0.32, -0.24, -5.06], [0.84, 0.88, -6.20], [1.56, 1.02, -3.63], [0.99, 0.64, 1.70], [-0.85, -0.29, 0.43], [3.08, -1.21, -4.06], [2.65, -2.52, -5.43], [1.75, -3.61, -4.89], [2.77, -4.88, -3.80], [3.59, -2.90, -5.83], [2.13, -1.96, -6.22], [1.33, -4.21, -5.70], [0.94, -3.23, -4.26], [5.09, -0.24, 3.55], [5.58, 1.65, 3.53], [4.71, 2.43, 2.58], [5.24, 2.13, 0.72], [6.65, 1.70, 3.28], [5.44, 1.99, 4.55], [4.83, 3.51, 2.73], [3.65, 2.17, 2.65], [1.94, -7.05, -7.78], [3.09, -8.50, -7.16], [3.72, -8.17, -5.83], [5.20, -6.91, -6.05], [3.81, -8.69, -7.96], [2.42, -9.37, -7.07], [4.17, -9.06, -5.38], [3.03, -7.72, -5.12], [-5.63, -1.86, 1.83], [-7.46, -2.27, 1.29], [-7.62, -2.15, -0.20], [-7.73, -0.29, -0.76], [-8.11, -1.59, 1.86], [-7.63, -3.29, 1.63], [-8.57, -2.60, -0.52], [-6.80, -2.61, -0.77], [-3.28, -0.79, -7.23], [-3.84, -2.51, -6.49], [-3.13, -2.81, -5.20], [-1.30, -3.40, -5.52], [-3.67, -3.26, -7.27], [-4.92, -2.40, -6.32], [-3.61, -3.64, -4.67], [-3.07, -1.95, -4.52], [0.47, -1.27, 10.16], [0.96, 0.62, 10.13], [0.09, 1.40, 9.18], [0.61, 1.10, 7.33], [2.03, 0.67, 9.88], [0.82, 0.96, 11.16], [0.21, 2.48, 9.34], [-0.97, 1.15, 9.26], [2.90, -8.93, -11.73], [2.52, -7.02, -11.82], [3.76, -6.23, -12.16], [4.93, -6.05, -10.61], [2.07, -6.74, -10.86], [1.77, -6.92, -12.61], [3.50, -5.20, -12.43], [4.35, -6.67, -12.96], [-0.34, -9.65, -1.89], [0.15, -7.76, -1.92], [-0.73, -6.98, -2.87], [-0.20, -7.28, -4.72], [1.21, -7.71, -2.17], [0.01, -7.41, -0.89], [-0.60, -5.90, -2.71], [-1.79, -7.23, -2.79], [6.63, -4.39, 4.48], [8.45, -3.76, 4.22], [8.47, -2.28, 3.88], [7.96, -1.98, 2.02], [8.90, -4.39, 3.45], [8.95, -3.94, 5.18], [9.48, -1.88, 3.97], [7.79, -1.69, 4.50], [-9.13, -2.84, 4.45], [-10.96, -3.24, 3.91], [-11.13, -3.13, 2.41], [-11.23, -1.26, 1.85], [-11.61, -2.57, 4.47], [-11.13, -4.27, 4.24], [-12.07, -3.57, 2.10], [-10.31, -3.58, 1.85], [-4.88, 3.34, 9.19], [-5.44, 1.62, 9.93], [-4.73, 1.32, 11.22], [-2.90, 0.73, 10.90], [-5.27, 0.87, 9.15], [-6.52, 1.73, 10.09], [-5.21, 0.49, 11.74], [-4.67, 2.18, 11.90], [5.19, 6.28, 1.80], [6.26, 7.20, 3.15], [7.23, 6.25, 3.82], [6.34, 5.11, 5.12], [5.56, 7.66, 3.85], [6.79, 7.98, 2.61], [7.98, 6.81, 4.39], [7.75, 5.59, 3.11]],
  "lowdin_charge": [0.025, -0.262, -0.254, -0.368, 0.058, -0.133, -0.367, -0.125, -0.206, -0.515, 0.442, -0.069, -0.547, -0.102, 0.632, -0.390, -0.114, -0.400, -0.136, -0.196, -0.184, -0.197, -0.164, -0.309, -0.494, -0.334, -0.082, -0.037, -0.139, -0.119, -0.238, -0.049, -0.172, -0.057, -0.361, -0.087, -0.151, 0.461, 0.196, 0.009, 0.046, 0.091, 0.136, 0.074, 0.109, 0.087, 0.133, 0.109, 0.091, 0.037, 0.088, 0.140, 0.123, 0.151, 0.124, 0.135, 0.126, 0.115, 0.122, 0.051, 0.132, 0.100, 0.025, 0.127, 0.151, -0.012, 0.111, 0.055, 0.014, 0.110, 0.143, 0.152, 0.124, 0.082, 0.135, 0.122, 0.145, 0.050, 0.071, 0.099, 0.011, 0.004, -0.019, 0.697, -0.651, -0.766, 0.615, 0.058, 0.059, 0.006, -0.018, 0.601, -0.701, -0.573, 1.100, 0.053, 0.028, -0.006, 0.055, 0.586, -0.665, -0.692, 0.585, 0.051, 0.063, 0.062, 0.000, 0.705, -0.725, -0.680, 0.613, -0.001, 0.041, 0.054, 0.051, 0.614, -0.687, -0.662, 0.733, 0.052, 0.057, 0.062, 0.022, 0.592, -0.692, -0.641, 0.871, 0.052, 0.057, 0.074, -0.049, 0.589, -0.698, -0.694, 0.591, 0.011, 0.058, 0.057, 0.051, 0.593, -0.696, -0.682, 0.575, 0.045, 0.061, 0.054, 0.052, 0.594, -0.698, -0.699, 0.577, 0.052, 0.056, 0.057, 0.029, 0.642, -0.680, -0.685, 0.623, 0.055, 0.060, 0.060, 0.044, 0.633, -0.682, -0.678, 0.682, 0.052, 0.058, 0.060, 0.054, 0.708, -0.672, -0.680, 0.634, 0.055, 0.060, 0.059, 0.058]
}